Entry from OMol25: a cluster of 13 separate species, C96H206N6O6 in total at a distorted geometry (ωB97M-V/def2-TZVPD).

Summary:
Relative energy (zero: lowest compared OMol25 entry of this formula, charge and spin), kcal/mol: 0.0
⟨S²⟩: 12.03
Spin multiplicity: 7
HOMO-LUMO gap (alpha / beta), eV: 7.894 / 9.088
LUMO (alpha / beta), eV: 0.472 / -0.101

Last column: Mulliken charge in e.
Cartesian coordinates (Å):
C  -1.25481  -7.80654  1.34666  -1.501
H  -5.61790  7.11323  2.51761  0.294
H  -1.73034  0.66470  -5.90369  0.381
H  8.36950  2.33897  -2.70038  0.308
H  5.05999  7.89073  -1.08703  0.329
H  4.38529  -8.47204  -4.76008  0.492
H  -5.12657  -9.42041  -1.89841  0.389
O  5.92176  3.79442  -2.92812  -0.512
H  -0.04869  -1.88496  3.58182  0.026
C  -3.35505  -0.80064  2.75844  -1.377
C  -0.75907  -0.91268  -0.85445  0.718
C  4.73099  0.94395  -2.83645  -0.787
C  -3.68687  6.40812  -1.80182  -1.791
H  -7.19947  -10.26686  0.56732  0.319
H  0.38651  1.21238  -4.50972  -0.446
C  -6.10378  -10.44602  0.62371  -1.519
C  -0.80078  5.66229  3.60438  -1.127
H  3.53708  3.85114  -4.32115  0.832
H  1.34601  0.02240  3.58998  -0.334
H  -4.77988  4.21559  -2.73604  0.648
H  8.79816  3.34625  -5.64637  0.389
H  -5.76760  -6.56662  -2.95681  0.456
H  -1.15125  8.56113  -2.22952  0.514
H  -1.05226  6.56958  3.01534  0.608
H  -5.17273  -2.47554  1.03467  -0.067
H  -0.54940  -0.72755  -1.92268  -0.071
H  2.35816  2.22077  6.44631  0.607
H  -3.84228  -1.62044  7.73199  0.397
H  -0.73388  7.13405  -1.34674  -0.528
C  -2.70577  4.92812  -0.05064  -1.023
H  7.74889  1.10660  -6.10040  0.504
H  -4.06475  2.76418  -4.39152  -0.028
H  -2.20481  2.08083  4.04087  -0.002
C  4.61194  2.99573  1.30904  -1.562
H  4.54453  8.12804  0.57711  0.449
H  -3.68279  -5.16853  0.12102  -0.611
C  0.55491  -1.78156  2.68451  0.021
H  -6.97850  6.43168  1.69305  0.530
H  -2.55855  0.23218  7.63966  0.509
H  1.55423  -3.01414  1.24062  -1.030
C  -3.24096  -1.36762  -1.22299  -1.198
H  5.69191  -0.17088  -0.25673  -0.506
H  -4.51351  6.65518  -2.45421  0.538
H  -3.46267  1.99235  -5.88219  0.286
H  3.69502  1.96725  -5.93948  0.445
H  1.54459  1.62576  4.99900  -0.396
H  -4.27692  3.94633  2.90889  -0.172
H  1.47512  -9.08751  -1.46777  0.358
C  -1.91456  -1.86089  -0.67476  0.938
C  7.94399  1.61057  -3.48650  -1.232
H  3.47411  -7.60255  -5.90506  0.384
H  -5.82604  1.38752  6.72884  0.599
C  4.43917  5.38270  0.33994  -1.259
H  5.46624  5.53433  0.02869  0.706
H  5.74777  -0.18079  -5.09832  0.195
H  2.61728  6.15273  3.27142  0.105
N  2.74542  -3.08317  3.92668  1.166
H  5.41183  0.22492  -6.76469  0.535
C  3.82063  -2.05657  -0.38621  1.919
H  -5.90905  -8.38598  0.84603  0.120
C  6.04505  -1.09872  0.01553  1.394
H  -6.43494  -8.43764  -1.53725  0.322
H  -5.95404  -10.72660  1.68096  0.384
C  0.77979  -6.53917  -2.61900  1.666
H  -4.24989  2.22356  5.09859  -0.064
H  0.44512  -6.96984  -0.65572  -1.718
C  -3.90907  -5.51119  -2.92168  -0.901
H  -2.05701  -1.98237  0.43029  -1.551
C  -2.22692  1.04514  3.69906  -0.406
C  0.64558  6.91025  -3.65248  -1.338
H  5.22797  -1.77888  -1.82051  0.358
C  2.17489  2.48722  5.38416  -1.307
H  4.41540  5.73436  1.42018  0.254
H  -5.54701  0.33836  3.17180  0.543
H  0.33974  9.93013  -0.61400  0.370
H  -3.55469  -7.63012  -1.16270  -0.147
H  -1.97287  0.04593  -3.01097  -1.296
C  -3.02101  4.03106  1.13669  1.850
H  -0.49888  3.04689  5.66263  0.101
C  1.96198  -1.38891  5.52245  -1.653
C  0.29336  1.23608  0.11244  1.679
C  -4.63785  -1.02714  7.35425  -1.961
H  -4.78791  -4.14302  2.83212  0.463
C  -5.75895  -3.39456  1.06510  -0.784
H  -1.03488  -7.84758  2.41278  0.436
H  4.70017  -1.25415  3.34692  0.000
H  -4.11897  -1.81619  -0.77192  0.242
H  -3.28182  -0.30881  1.76516  0.019
H  0.49197  8.28918  0.22001  0.035
C  -1.47597  0.10042  -5.01260  -0.948
C  2.83915  -2.74190  -1.32769  -0.704
H  0.92822  6.27828  5.72500  0.349
C  1.72773  -0.88079  3.07714  1.015
H  2.80355  1.80909  1.50465  -0.027
H  0.53194  3.34412  7.01771  0.575
H  2.28377  -9.83299  -5.09221  0.431
H  -3.68712  -5.15378  -3.93764  0.472
H  -6.64644  -3.06705  1.66314  0.373
H  -1.43079  0.13439  0.87646  -1.358
H  -4.29764  -9.12051  0.58766  -0.188
H  -0.68780  -7.38610  -4.01742  0.572
C  0.23534  -5.11242  -2.62717  -0.869
H  3.44608  6.08693  -1.54493  -0.038
H  0.07642  2.02642  0.84291  -0.428
H  -1.65314  -2.82998  -1.06312  0.940
H  1.19596  8.81726  -2.94732  0.661
C  2.39558  -5.13257  2.49976  -1.340
H  5.68361  2.83673  1.12154  0.459
C  5.56218  0.66695  -5.77551  -0.930
C  -2.88625  -5.94996  1.75391  -0.821
H  0.90692  -1.64311  5.53005  0.226
C  -5.42356  -8.66816  -1.16661  -1.061
C  0.55376  4.56713  -4.53959  -1.016
C  -5.38442  0.81104  5.92779  -1.562
H  5.62061  -3.10159  -0.82751  0.549
H  -0.17933  -4.87092  3.98374  -0.157
C  2.60599  -1.61193  4.10019  1.460
N  5.83865  2.81322  -3.95558  0.687
C  2.54150  -1.92831  -2.65075  -0.748
H  -1.78429  -0.96166  -5.11339  0.345
H  1.35975  -5.32845  4.68626  0.575
H  8.08542  -2.06184  -0.31393  0.355
O  1.36901  -6.10317  -4.79541  -0.670
H  5.09103  -0.00068  -3.30640  -0.203
H  -6.75007  3.88648  2.41918  0.400
H  -3.23878  3.60679  -2.15973  0.180
H  0.29008  -0.43077  -3.94551  -0.483
C  -3.63286  0.70605  -4.05933  -1.095
H  2.81914  -8.39873  -0.52953  0.405
N  -5.04948  5.53878  -0.03423  1.051
H  -2.70301  -5.80335  2.81509  0.688
C  0.83169  -4.49641  4.23350  -1.403
H  -3.43774  5.39700  2.52112  0.724
H  0.30122  2.58083  -1.60998  -0.389
C  -3.96379  5.18656  -0.87996  1.494
H  -1.40867  0.41062  4.05106  0.347
H  -6.19217  0.09392  5.71745  0.399
H  1.74849  -2.26066  -3.32671  0.575
C  0.05097  0.19832  -4.77227  0.232
H  0.61651  -3.68945  5.01373  0.177
H  1.68429  7.51140  -1.81482  -0.509
H  3.77360  -7.52523  -2.26818  0.435
H  6.66791  2.27643  -6.73043  0.425
C  7.57482  -1.08746  -0.33642  -1.426
N  1.70266  -6.71161  -3.72160  0.946
H  3.70429  -2.63048  0.59825  0.193
H  0.90325  -8.90212  -5.21604  0.302
H  2.95549  3.83802  0.34791  -0.441
C  1.81544  -3.92314  3.20146  1.525
H  0.18798  4.82174  0.96138  -0.292
C  -4.04561  4.64839  2.03846  -1.416
C  -4.94080  -4.44645  1.79844  -1.112
H  2.03342  -6.13698  -1.02326  0.144
C  -3.20610  0.93724  7.15307  -1.272
H  -0.42817  -8.21801  0.75522  0.181
C  3.86038  1.64780  1.18266  1.396
C  -0.16764  8.95509  -0.42607  -1.215
C  1.35312  -6.93594  -1.26274  1.127
C  0.84474  5.39144  -3.28246  2.758
C  -3.45353  0.13065  3.85467  1.748
H  2.55882  6.36271  -0.13647  -0.482
H  -0.38445  -8.49261  -2.68848  0.302
H  -3.36830  3.09479  0.74406  0.334
H  4.00015  0.16632  4.05117  -0.224
H  -1.12768  9.13679  0.07007  0.394
H  -1.96280  4.58676  -0.75345  -0.102
H  -4.72146  3.11954  -1.35316  0.278
C  6.82525  1.61363  -5.85236  -1.162
H  -3.62621  -6.74459  1.58449  0.019
H  -2.11782  3.75129  1.75403  -0.893
H  -3.01123  -3.80793  1.06210  -0.068
C  -5.31998  5.11305  1.34420  1.241
C  1.66970  6.33974  3.76599  -1.468
C  -6.09963  6.12768  2.22201  -1.960
H  2.93389  -5.81002  3.21080  0.385
H  4.22958  -6.77121  -4.57870  0.464
C  7.08123  2.45217  -4.56916  1.210
H  0.12946  -3.71347  1.95820  -0.424
H  0.15140  5.07095  -2.48939  -0.693
C  1.68940  -9.09933  -4.52654  -1.718
C  2.11273  -8.23793  -1.35074  -0.767
H  3.22388  -3.64877  -1.70177  0.840
H  -5.88151  2.47682  4.57046  0.325
C  7.98056  3.67467  -4.95126  -1.843
H  -1.86724  -6.22375  -0.07307  -0.797
H  0.97955  -4.40076  -2.26622  -0.037
H  -2.07014  1.19155  2.62927  -0.527
H  3.57030  0.46911  -5.03119  0.009
H  1.30985  7.30018  -4.45847  0.438
H  7.32876  0.77868  -3.12472  0.137
C  4.65921  2.03976  -3.92377  2.424
O  0.44688  2.97965  3.29027  0.578
H  -4.46941  -7.46303  -3.60184  0.406
H  3.51309  8.59860  -0.69500  0.356
H  -5.73928  3.02121  1.26408  0.207
H  0.67622  -0.07405  -5.62092  0.602
H  3.13930  3.43638  -2.62063  -0.798
H  1.21748  7.21984  3.42071  0.773
H  -5.51490  -5.35620  1.83175  0.453
H  1.84575  5.35370  -2.85210  -1.099
O  -2.69384  -1.55089  5.35691  -0.674
H  8.11700  -0.36522  0.33023  0.406
C  3.74010  -7.63214  -4.86738  -1.971
H  1.23054  4.69758  -5.46608  0.219
C  0.20429  3.75818  6.03749  -2.013
H  -6.03802  -3.75811  0.04472  0.301
C  4.20565  7.80883  -0.37832  -1.925
H  3.12515  -4.93949  1.70645  0.122
H  2.42524  7.10684  5.53595  0.467
H  -2.81266  6.27151  -2.45871  0.201
H  -2.08789  -8.48706  1.22337  0.184
C  3.59268  6.40464  -0.47589  1.762
C  0.84163  1.72828  -1.18966  1.504
H  1.53552  -5.69248  2.09488  0.278
H  3.36462  4.45518  5.15847  0.501
H  4.52882  3.43320  2.31089  0.168
H  -5.86067  2.33639  -6.05735  0.441
H  -0.36865  7.06305  -4.01750  0.304
C  -4.08362  1.83329  -4.96836  0.212
H  1.79915  5.40251  1.25544  -1.091
C  4.04547  3.94366  0.23959  2.410
H  4.63730  -1.22432  5.07208  0.348
C  2.55549  -7.96572  -3.91066  1.738
H  -0.05843  -1.25449  1.91528  0.001
H  2.47340  -2.01339  6.25807  0.440
C  5.26975  -2.08145  -0.77125  -1.231
H  -6.40138  5.71179  3.18354  0.405
C  0.99799  -3.13187  2.19457  1.099
H  -1.78891  0.94911  -0.66317  0.784
H  0.37022  6.39470  1.40266  0.397
H  1.91058  2.02390  -1.07438  -0.641
H  1.30053  -9.70183  -3.72466  0.400
H  -4.93804  -6.61137  -0.72016  -0.120
C  -5.46142  1.53593  -5.43593  -1.671
H  -4.38159  -4.64690  -2.47991  0.277
C  3.07729  -8.26745  -2.55369  -1.618
H  -2.40192  5.95679  0.27976  0.151
C  -1.02729  0.39090  -0.12832  1.078
C  -5.11834  1.68169  4.75974  -0.356
H  3.45077  -9.27046  -2.61817  0.516
H  0.62758  3.50342  -4.38687  -0.246
C  -3.55625  -4.73985  1.14050  1.360
H  4.32034  3.56182  -0.79890  -0.885
H  -4.13163  -1.55384  2.64888  1.174
H  -4.15139  0.84908  -3.06992  0.257
H  -2.47138  -1.42822  2.78352  -0.635
C  4.28117  1.29669  -5.26275  -0.525
H  -4.55501  1.77200  2.72500  -0.838
H  -3.28726  -1.67152  -2.27622  0.372
C  4.00588  -0.94577  4.16212  -0.643
H  -7.06727  4.05957  0.68893  0.424
H  7.72866  -0.71783  -1.34925  0.138
C  -4.72811  0.98699  3.53065  -0.241
C  -0.53553  -7.46471  -2.99447  -1.776
H  -5.33654  -1.78465  7.00600  0.426
C  -5.38043  -9.15234  0.28307  0.584
C  -4.10171  0.01807  6.37084  1.248
H  2.45990  -0.58214  2.28924  -1.324
H  -0.87521  -5.66683  1.26472  -0.330
H  8.80699  1.12904  -4.02880  0.395
C  1.46544  3.78666  5.19202  1.771
C  -4.59869  -7.40983  -1.37984  1.054
H  -4.02819  -0.28223  -4.40653  0.519
O  -6.14101  6.07071  -0.70421  -0.602
H  7.39291  4.30475  -5.68741  0.421
H  3.42802  -1.89683  -3.23389  0.563
C  -4.23054  3.97963  -1.83263  -1.689
H  -0.51466  -5.17593  -1.84496  -0.456
H  3.16952  2.36226  4.93492  0.286
H  2.44137  2.40653  -4.00104  -0.299
H  -6.14679  1.35583  -4.58032  0.305
H  1.97945  -0.32557  5.92646  0.257
H  1.86297  -2.89238  -0.88284  -0.345
H  -5.09244  -0.51471  8.18949  0.423
C  1.91844  6.19378  5.23002  -0.861
H  5.93153  -1.21860  1.12867  -0.384
H  -0.22057  4.73030  6.34771  0.412
H  3.73546  0.61992  -2.48902  -0.914
H  0.12161  -1.41133  -0.44806  -0.353
H  3.48767  -1.03114  -0.29310  -1.072
H  -2.66127  1.73074  6.60307  -0.022
N  -3.42513  -0.49737  5.22731  1.262
H  -5.56100  0.68655  -6.08834  0.394
H  4.25273  0.85844  1.85493  0.075
C  0.68392  5.33580  3.16163  1.544
H  2.25853  -0.94382  -2.33746  -0.409
C  2.48988  4.89231  5.61624  -1.388
H  -5.84934  -11.29167  0.03710  0.369
H  -3.61982  1.55225  7.94337  0.309
H  -3.40888  -0.27454  -1.15465  -0.472
H  -1.79879  1.70863  -3.62450  -0.221
H  -0.95604  5.92346  4.67691  0.378
C  -0.34744  8.10950  -1.65553  0.469
O  3.84182  -3.63027  4.20999  -0.789
C  -2.18059  0.69363  -3.82393  2.135
H  2.57879  4.72721  6.72680  0.318
C  0.76095  5.40436  1.67899  -0.383
H  5.28800  1.31008  -1.98806  0.641
H  -0.43864  4.84563  -4.90481  0.510
H  -1.66342  4.97253  3.31351  -0.611
H  -2.84942  -5.57410  -2.50316  0.090
N  1.15136  3.97441  3.69551  0.333
H  0.94878  0.54815  0.65695  -1.176
C  0.89136  7.94257  -2.48242  0.004
H  -3.41724  7.26530  -1.18602  0.437
C  3.36595  2.98605  -3.65111  -0.909
H  -0.31209  -4.88181  -3.50561  0.887
C  -4.70157  -6.78097  -2.80492  -1.141
C  -1.63239  -6.37075  1.01635  1.963
H  0.79069  0.95136  -1.91830  -0.865
H  8.37375  4.26822  -4.14823  0.321
H  3.86361  1.29699  0.13843  -1.027
H  -1.33785  -7.08871  -2.40153  -0.150
C  -6.29079  3.93336  1.41100  -1.458